No. 1
# C9H14BrN2O8PReSe4Te

C9H14BrN2O8PReSe4Te as an isolated structure (wB97M-V/def2-TZVPD, OMol25).

Geometry as XYZ:
```
41
Properties=species:S:1:pos:R:3:lowdin_charge:R:1
Re 2.153 -0.482 1.703 0.82
Se 3.425 -2.238 0.911 0.15
Se 4.476 -1.778 -1.224 -0.20
Te 5.063 0.597 -0.806 0.30
Se 2.777 1.254 0.063 -0.03
N 0.304 1.259 -2.697 0.12
C 0.907 0.046 -3.338 -0.17
P -0.299 -1.336 -3.027 0.37
O -0.674 -2.184 -4.184 -0.33
O -1.313 -0.680 -2.133 -0.33
C 0.708 -2.438 -1.958 -0.22
N -0.237 -3.540 -1.567 0.14
H -0.087 1.907 -3.374 0.16
H 0.970 1.735 -2.075 0.08
H -0.489 0.868 -2.118 0.09
H 1.824 -0.179 -2.786 0.07
H 1.159 0.234 -4.377 0.10
H 1.022 -1.946 -1.040 0.04
H 1.564 -2.853 -2.482 0.09
H 0.251 -4.397 -1.318 0.16
H -0.878 -3.718 -2.350 0.15
H -0.757 -3.208 -0.742 0.02
Br -1.368 -3.124 1.605 0.86
C -2.101 -1.510 2.318 -0.55
C -3.093 -1.716 3.267 -0.13
C -3.710 -0.631 3.864 -0.07
C -3.345 0.658 3.502 -0.06
C -2.365 0.844 2.548 -0.01
C -1.714 -0.233 1.942 -0.16
C -0.628 0.143 0.983 -0.58
O -0.660 1.174 0.366 0.08
O 0.391 -0.727 0.889 -0.37
H -3.376 -2.724 3.533 0.09
H -4.475 -0.799 4.610 0.11
H -3.816 1.513 3.966 0.11
H -2.052 1.837 2.258 0.13
O 1.810 0.469 5.695 -0.37
Se 1.770 0.092 4.158 0.88
O 3.232 0.206 3.230 -0.58
O 1.423 -1.448 3.624 -0.52
O 0.918 0.982 3.047 -0.48
```

## Properties
- Energy relative to the best compared isomer or geometry (same formula, charge and spin): 137.9 kJ/mol
- LUMO level (alpha / beta): -1.383 / -1.020 eV
- Total charge: 0
- Multiplicity: 2


No. 2
# C33H28CuN4O9P2

C33H28CuN4O9P2 as an isolated structure (wB97M-V/def2-TZVPD, OMol25).

Geometry as XYZ:
```
77
Properties=species:S:1:pos:R:3:lowdin_charge:R:1
Cu 0.641 -0.214 1.712 0.64
C 2.125 -4.015 -0.391 -0.06
C 1.439 -3.127 0.463 -0.11
N 1.809 -1.879 0.603 0.11
C 2.843 -1.389 -0.123 -0.13
C 3.595 -2.207 -1.000 -0.18
C 3.200 -3.560 -1.100 -0.04
C 4.655 -1.654 -1.763 -0.10
C 4.893 -0.309 -1.671 -0.12
C 4.141 0.532 -0.833 -0.05
C 3.108 0.041 -0.025 -0.20
N 2.264 0.755 0.748 0.05
C 2.446 2.038 1.161 -0.21
C 3.658 2.711 1.285 -0.04
C 3.725 4.051 1.708 -0.11
C 2.603 4.770 2.020 -0.09
C 1.345 4.121 1.970 -0.17
C 0.134 4.760 2.322 -0.04
C -1.043 4.070 2.291 -0.06
C -1.019 2.711 1.923 -0.11
N 0.080 2.095 1.582 0.11
C 1.260 2.765 1.577 -0.13
H 1.792 -5.042 -0.474 0.09
H 0.583 -3.437 1.053 0.10
H 3.752 -4.219 -1.761 0.10
H 5.241 -2.294 -2.414 0.09
H 5.683 0.131 -2.272 0.09
H 4.333 1.595 -0.845 0.08
H 4.573 2.173 1.084 0.09
H 4.698 4.524 1.785 0.09
H 2.662 5.808 2.325 0.09
H 0.164 5.801 2.629 0.10
H -1.978 4.538 2.571 0.09
H -1.924 2.109 1.935 0.11
O 1.854 -1.651 5.097 -0.18
P 1.003 -0.315 4.786 0.21
O 1.105 0.636 5.910 -0.32
O 1.439 0.189 3.396 -0.33
O -0.515 -0.884 4.654 -0.32
P -0.970 -1.859 3.305 0.35
O -2.205 -2.494 4.151 -0.13
O -1.673 -2.387 1.768 -0.11
O 0.295 -2.658 3.194 -0.30
H 1.558 -2.290 4.403 0.03
H -2.041 -2.237 5.072 0.07
C 0.247 -0.513 -5.593 -0.07
C -0.982 -0.110 -4.809 -0.24
C -1.922 0.733 -5.408 -0.09
C -3.033 1.149 -4.694 -0.12
C -3.235 0.720 -3.391 -0.04
C -2.328 -0.159 -2.786 -0.18
N -2.424 -0.614 -1.481 0.11
C -3.481 -0.598 -0.572 -0.15
C -4.832 -0.524 -0.940 -0.05
C -5.833 -0.513 0.021 -0.12
C -5.517 -0.593 1.369 -0.11
C -4.184 -0.736 1.738 -0.02
C -3.166 -0.753 0.798 -0.03
C -1.738 -1.070 1.270 -0.66
O -1.436 -0.442 2.557 -0.14
O -0.766 -0.698 0.412 -0.16
C -1.177 -0.564 -3.506 -0.15
C -0.178 -1.458 -2.815 -0.02
H 0.259 -0.010 -6.561 0.06
H 0.274 -1.591 -5.772 0.08
H 1.163 -0.249 -5.060 0.08
H -1.760 1.078 -6.424 0.09
H -3.739 1.837 -5.144 0.09
H -4.064 1.109 -2.822 0.09
H -1.535 -0.738 -0.973 0.07
H -5.102 -0.518 -1.985 0.09
H -6.869 -0.451 -0.293 0.09
H -6.296 -0.576 2.122 0.09
H -3.915 -0.871 2.779 0.11
H -0.681 -2.297 -2.326 0.09
H 0.354 -0.924 -2.020 0.09
H 0.564 -1.856 -3.504 0.06
```

## Properties
- LUMO level (alpha / beta): 4.335 / 4.335 eV
- Total charge: -2
- Multiplicity: 2


Number 1: largest force on an atom 0.377 eV Å⁻¹. Number 2: largest force on an atom 1.098 eV Å⁻¹.